A molecular structure, C16H39AlN5O6. Source: the Open Molecules 2025 dataset; level of theory: ωB97M-V/def2-TZVPD.

The geometry in XYZ format:
```
67
Properties=species:S:1:pos:R:3
Al 0.0111 2.0587 -1.4704
O 5.1400 -0.7689 -1.0669
O 0.5107 1.7357 -4.9720
O -1.5374 -2.1288 -1.4365
O 0.6711 -4.3995 3.0567
O -2.8949 -1.7549 0.6009
O -2.8502 3.7591 1.2579
N -0.3180 3.3751 -0.0512
N -4.5897 4.9939 0.5596
N 1.9812 -4.1049 4.8553
N 4.8498 0.8072 0.5046
N 1.5129 -0.1796 -5.5763
C 4.4961 -0.3608 -0.1023
C -5.0117 3.0474 2.0029
C 0.7275 0.9006 -5.8480
C -0.6338 -2.8406 1.0777
C 2.3019 -4.0091 6.2596
C 0.7696 -4.3505 4.2813
C -0.7592 0.2709 -0.7019
C -4.0655 3.9457 1.2555
C -0.4143 -4.5546 5.1854
C 3.3137 -1.1128 0.4430
C -5.9752 5.3790 0.4332
C 0.1503 1.0271 -7.2306
C -1.7434 -2.1902 0.0186
C -0.8761 -0.8850 -1.8596
C 4.2281 1.4492 1.6384
C 1.8834 -1.2600 -6.4593
H -5.7110 2.5775 1.3063
H 3.4995 -1.4011 1.4809
H -6.6443 4.7156 0.9820
H 0.2045 -1.1714 -2.2747
H -1.3718 3.5247 -0.0370
H 5.6545 1.2538 0.0803
H 3.9022 2.4450 1.3270
H -4.4451 2.2591 2.5075
H -0.7821 2.4956 -2.7806
H -0.4522 1.9382 -7.2930
H 1.5765 1.8995 -1.7859
H 4.9796 1.5478 2.4258
H 0.2849 -3.3031 0.5195
H 1.4305 -4.1600 6.8975
H -6.0794 6.3985 0.8131
H 2.9738 -1.2802 -6.5307
H -0.2480 -5.4214 5.8304
H -3.8899 5.5513 0.0836
H -0.1414 2.8075 0.8317
H 3.1563 -2.0220 -0.1450
H -0.4950 0.1715 -7.4468
H -1.8271 0.5834 -0.2697
H 3.3736 0.8885 2.0184
H -6.2355 5.3636 -0.6283
H 2.4134 -0.4967 0.3732
H -1.4754 -0.4992 -2.8161
H 3.0565 -4.7663 6.4871
H -0.2217 -1.9217 1.6988
H -1.3075 -4.7401 4.5813
H -1.1714 -3.6003 1.8189
H -5.5537 3.6209 2.7595
H -0.5850 -3.6580 5.7871
H 2.7222 -3.0172 6.4441
H 0.9548 1.0944 -7.9677
H 1.8634 -0.1936 -4.6255
H 1.4550 -1.1495 -7.4560
H 1.5358 -2.1957 -6.0140
H 2.7277 -3.9788 4.1816
H -0.0051 -0.0099 0.1800
```

Values from the calculation:
E_HOMO, eV: -3.8
Lowest unoccupied orbital energy, eV: 2.14
Orbital gap, eV: 5.89
Net charge: -1
Energy relative to the best compared isomer or geometry (same formula, charge and spin), eV: 3.511